Below is a molecular structure, C5H17GaN2O2P, with properties calculated with the ωB97M-V functional and the def2-TZVPD basis.

Values from the calculation:
frontier orbital gap	9.413	eV
F_max	4.282	eV/A
LUMO energy	-3.112	eV

```
! wB97M-V def2-TZVPD RIJCOSX def2/J DEFGRID3
* xyz 1 1
Ga -0.337 0.350 0.594
H 0.612 1.776 0.766
H 0.742 1.662 -0.028
P -0.219 -0.260 -2.025
C 1.074 -1.193 -2.914
H 0.791 -1.338 -3.967
H 2.039 -0.673 -2.876
H 1.201 -2.181 -2.454
C -1.736 -1.123 -2.576
H -2.625 -0.560 -2.259
H -1.741 -1.225 -3.673
H -1.778 -2.124 -2.123
C -0.295 1.336 -2.917
H 0.656 1.875 -2.817
H -0.502 1.166 -3.982
H -1.094 1.958 -2.494
C 1.871 -0.447 -0.136
O 3.012 -0.513 -0.205
H -1.783 0.915 0.483
H -0.413 -1.171 0.898
N -0.026 -0.945 4.176
C 0.170 0.361 3.869
N 0.120 1.252 4.897
O 0.458 0.750 2.705
H -0.242 -1.202 5.127
H 0.012 -1.643 3.450
H 0.230 2.229 4.673
H -0.196 0.966 5.810
*
```



Below is 2 unconnected molecules or ions with the total composition C5H17N2O, with properties calculated with the ωB97M-V functional and the def2-TZVPD basis.

Values from the calculation:
frontier orbital gap	8.696	eV
energy relative to the best compared isomer or geometry (same formula, charge and spin)	142.6	kJ/mol
F_max	1.752	eV/A
LUMO energy	-3.208	eV

```
! wB97M-V def2-TZVPD RIJCOSX def2/J DEFGRID3
* xyz 1 1
C -0.805 -0.383 -0.780
N 0.214 -1.279 -1.325
C 0.793 -0.961 -2.611
C -0.378 0.110 0.595
N -1.095 1.439 0.923
C 0.839 -1.381 2.301
C -0.502 -0.900 1.741
H -0.967 0.429 -1.477
H -1.702 -0.996 -0.727
H 0.822 -1.724 -0.656
H 1.752 -0.426 -2.623
H 0.080 -0.396 -3.206
H 0.979 -1.861 -3.199
H 0.668 0.366 0.459
H -1.533 1.348 1.836
H -1.804 1.536 0.199
H -0.466 2.239 0.809
H 1.169 -0.790 3.148
H 1.572 -1.377 1.479
H 0.873 -2.456 2.471
H -1.083 -1.753 1.366
H -1.141 -0.516 2.546
H 1.628 2.517 -1.052
H 0.476 3.396 -1.131
O 0.688 2.508 -0.782
*
```



Below is 2 unconnected molecules or ions with the total composition C5H17N2O, with properties calculated with the ωB97M-V functional and the def2-TZVPD basis.

Values from the calculation:
frontier orbital gap	9.047	eV
energy relative to the best compared isomer or geometry (same formula, charge and spin)	319.0	kJ/mol
F_max	5.170	eV/A
LUMO energy	-3.192	eV

```
! wB97M-V def2-TZVPD RIJCOSX def2/J DEFGRID3
* xyz 1 1
N -1.193 1.291 -2.533
C -1.838 0.404 -1.443
C -0.815 -0.673 -0.907
N -0.090 -0.242 0.241
C -0.191 -1.167 1.315
C 0.894 -1.068 2.417
C 2.283 -1.311 1.995
H -1.860 1.378 -3.195
H -1.042 2.183 -2.033
H -0.315 1.023 -2.968
H -2.236 1.067 -0.679
H -2.665 -0.125 -1.923
H -1.614 -1.498 -0.680
H -0.044 -0.777 -1.538
H 0.932 0.001 0.181
H -0.018 -2.400 0.845
H -1.322 -0.937 1.591
H 0.525 -1.736 3.168
H 0.699 -0.131 2.937
H 2.491 -2.362 1.797
H 3.096 -0.712 2.565
H 2.406 -0.926 0.962
H 1.216 3.254 -1.087
H 0.397 2.519 -0.067
O 0.304 2.945 -0.961
*
```